C25H43I2N9OPV | the ωB97M-V functional and the def2-TZVPD basis

Last column: Löwdin spin population.
Cartesian coordinates (Å):
V: 0.87 0.03 -0.67  2.7645
I: 6.74 2.71 -3.95  0.0004
C: 5.01 2.52 -2.78  0.0018
C: 3.86 3.23 -3.11  0.0001
C: 2.70 3.02 -2.38  0.0030
I: 0.97 4.18 -2.70  0.0017
C: 2.65 2.09 -1.33  0.0105
O: 1.51 1.80 -0.70  0.0369
C: 3.86 1.50 -0.92  0.0046
C: 3.82 0.75 0.38  0.0034
N: 2.91 -0.43 0.34  0.0120
C: 3.54 -1.54 -0.41  0.0040
C: 2.76 -1.93 -1.64  0.0194
C: 3.35 -2.69 -2.63  -0.0019
C: 2.58 -3.17 -3.67  0.0156
C: 1.22 -2.90 -3.66  0.0003
C: 0.72 -2.09 -2.67  0.0186
N: 1.46 -1.57 -1.67  0.0159
C: 5.01 1.69 -1.66  -0.0001
H: 3.87 3.94 -3.93  0.0000
H: 4.83 0.44 0.65  -0.0002
H: 3.46 1.41 1.17  0.0003
H: 2.77 -0.74 1.29  0.0061
H: 4.55 -1.26 -0.71  0.0001
H: 3.62 -2.42 0.22  0.0005
H: 4.41 -2.91 -2.58  -0.0003
H: 3.03 -3.75 -4.47  0.0008
H: 0.57 -3.29 -4.43  -0.0002
H: -0.33 -1.82 -2.66  0.0020
H: 5.94 1.22 -1.35  0.0000
N: 1.04 3.69 1.79  -0.0002
C: -0.12 4.13 2.65  0.0000
C: -0.26 3.22 3.88  0.0000
C: -0.74 1.80 3.55  0.0007
N: 0.35 1.02 2.92  0.0074
C: -2.01 1.85 2.68  0.0002
C: -1.94 2.75 1.44  0.0013
N: -1.18 2.13 0.33  0.0137
C: -1.41 4.13 1.84  0.0002
H: 1.92 3.89 2.25  0.0000
H: 1.04 4.13 0.88  -0.0001
H: 0.96 2.66 1.65  0.0002
H: 0.10 5.15 2.97  0.0000
H: -1.00 3.68 4.54  0.0000
H: 0.68 3.19 4.44  0.0000
H: -1.01 1.32 4.50  0.0001
H: 0.00 0.10 2.68  0.0038
H: 1.08 0.88 3.61  0.0001
H: -2.81 2.22 3.32  0.0000
H: -2.29 0.83 2.38  0.0000
H: -2.97 2.92 1.11  0.0002
H: -0.96 2.86 -0.35  0.0002
H: -1.79 1.48 -0.16  0.0027
H: -2.17 4.61 2.45  0.0001
H: -1.29 4.76 0.94  0.0000
N: -0.38 0.71 -2.54  0.0122
H: -0.59 1.70 -2.39  0.0019
H: -1.19 0.31 -3.00  0.0018
H: 0.36 0.72 -3.23  0.0031
C: -4.04 -3.49 -1.11  0.0001
N: -3.02 -4.35 -0.34  0.0007
C: -3.50 -4.43 1.12  0.0001
N: -3.65 -3.13 1.66  0.0002
C: -4.63 -2.37 0.89  0.0000
N: -4.20 -2.22 -0.49  0.0005
C: -3.04 -1.36 -0.64  0.0021
P: -1.51 -2.01 0.25  0.0226
C: -1.65 -3.77 -0.43  0.0030
C: -2.40 -2.42 1.86  0.0007
H: -4.99 -4.04 -1.11  0.0000
H: -3.69 -3.40 -2.14  0.0000
H: -3.02 -5.29 -0.74  0.0001
H: -2.77 -5.02 1.68  0.0000
H: -4.45 -4.96 1.12  0.0000
H: -4.76 -1.38 1.34  0.0000
H: -5.59 -2.88 0.92  0.0000
H: -3.29 -0.37 -0.22  0.0001
H: -2.82 -1.22 -1.70  0.0002
H: -0.97 -4.40 0.15  0.0001
H: -1.33 -3.79 -1.47  0.0000
H: -2.60 -1.50 2.41  0.0000
H: -1.74 -3.03 2.48  0.0001

Values from the calculation:
Energy above the lowest of the compared OMol25 structures with the same formula, charge and spin: 15.46 kcal per mole
LUMO (spin up / spin down): -0.270 / -0.271 Eh
Gap between HOMO and LUMO (spin up / spin down): 6.80 / 6.80 eV
F_max: 2.310 eV Å⁻¹
Spin multiplicity: 4
Net charge: +3

C6H7P | the ωB97M-V functional and the def2-TZVPD basis

Last column: natural (NBO) charge in e.
Cartesian coordinates (Å):
C: -0.44 1.82 0.22  -0.4752
C: 1.87 0.75 -0.40  -0.5185
C: -0.43 0.49 0.19  -0.0339
C: 0.78 -0.16 -0.14  -0.0318
C: -1.20 -0.74 0.51  -0.4451
C: 0.10 -1.51 0.13  -0.4198
P: 1.28 2.44 -0.20  0.5543
H: -1.32 2.38 0.35  0.2218
H: 2.82 0.32 -0.63  0.2327
H: -1.53 -0.80 1.53  0.2233
H: -2.18 -1.00 0.07  0.2248
H: -0.11 -2.36 -0.51  0.2303
H: 0.66 -2.01 0.99  0.2206
H: 1.29 2.47 -1.63  0.0163

Values from the calculation:
Energy above the lowest of the compared OMol25 structures with the same formula, charge and spin: 68.17 kcal per mole
LUMO: 0.017 Eh
SMILES: c1[pH]cc2c1CC2
Gap between HOMO and LUMO: 8.81 eV
F_max: 5.318 eV Å⁻¹
Net charge: 0

C2H7NO2S2 | the ωB97M-V functional and the def2-TZVPD basis

Last column: natural (NBO) charge in e.
Cartesian coordinates (Å):
C: 0.97 -1.26 -0.58  -0.8441
C: -1.08 0.40 0.20  -0.0146
N: -0.19 1.00 1.02  -0.8333
O: -1.49 -1.56 -1.39  -0.9823
O: -2.40 -0.34 0.81  -0.7840
S: 2.08 -0.94 0.77  -0.0091
S: -0.82 -1.29 -0.16  1.3972
H: 0.94 -0.42 -1.32  0.2385
H: 1.38 -2.11 -1.17  0.2543
H: -1.53 1.06 -0.41  0.1942
H: 0.52 0.53 1.65  0.4118
H: -0.49 1.84 1.53  0.3870
H: -3.08 0.02 0.33  0.4620
H: 1.38 -1.67 1.67  0.1224

Values from the calculation:
Energy above the lowest of the compared OMol25 structures with the same formula, charge and spin: 92.16 kcal per mole
LUMO: 0.021 Eh
Gap between HOMO and LUMO: 9.50 eV
F_max: 4.328 eV Å⁻¹
Net charge: 0